22
Properties=species:S:1:pos:R:3:forces:R:3 method="wB97M-V/def2-TZVPD" homo_ha="-0.2472 / -0.2473" spin_multiplicity=1 relative_energy_kj_mol=369.2 lumo_ha="0.0134 / 0.0134"
C -2.2818 0.6043 0.2714 -0.8 0.5 1.3
C 2.1693 0.9828 0.1720 1.0 -2.0 0.1
C 2.4799 -0.6052 0.2748 -1.9 1.6 -2.3
C 1.0985 -1.2789 -0.0293 1.1 1.1 -0.2
C 0.1627 -0.1203 -0.0611 -3.6 2.7 0.1
C -3.7148 0.0101 -0.0999 3.3 -0.2 0.5
N 0.7618 1.0986 0.1151 -0.3 -3.9 0.5
O -2.1831 1.8976 -0.2152 -0.4 -0.3 -1.8
O -1.1314 -0.2685 -0.1384 1.6 -0.7 -0.7
O 3.5233 -0.9698 -0.5760 0.8 1.4 -0.6
O 0.8386 -2.1014 1.0385 -1.6 -1.9 0.8
F -3.5632 -1.1987 -0.6989 -0.7 0.3 0.0
F -4.4489 -0.1681 1.0138 0.0 0.1 -0.7
F -4.3923 0.8496 -0.9136 -0.3 -0.5 0.0
H 2.7530 1.4574 0.9141 -0.3 0.8 1.7
H 2.5096 1.4943 -0.6891 1.1 -0.3 -1.6
H 2.6934 -0.9598 1.2307 0.4 0.1 2.0
H 1.0804 -1.8074 -0.9587 0.2 -0.3 -0.8
H 0.2770 1.9156 0.2748 -1.5 1.9 0.2
H -2.6774 1.9524 -1.0970 1.0 0.1 1.4
H 4.0025 -0.1107 -0.6910 -0.1 -1.5 -0.3
H 0.0430 -2.6738 0.8630 1.1 1.0 0.2